No. 1
67
Properties=species:S:1:pos:R:3 method="wB97M-V/def2-TZVPD" lumo_ev=-0.2 gap_ev=7.9
C 0.77011 3.25065 -0.22429
O -0.30989 3.92572 0.29969
H 0.49238 2.70747 -1.12757
H 1.44323 4.06658 -0.48745
H 1.33175 2.58744 0.43359
H -1.10379 3.66980 -0.17552
C -1.74052 -0.98796 -3.11198
O -1.73623 -1.87384 -2.03521
H -0.74739 -0.84280 -3.53708
H -2.49976 -1.32759 -3.81648
H -2.12532 -0.01428 -2.80870
H -1.49579 -2.71954 -2.42067
C -2.53625 2.60174 -0.14234
O -1.69772 3.36504 -0.94584
H -1.91540 1.88260 0.39196
H -2.84572 3.19920 0.71519
H -3.37687 2.09364 -0.61487
H -2.26142 3.78643 -1.59872
C -3.11532 1.00580 1.73833
O -3.79603 -0.00609 1.05190
H -2.06379 0.78222 1.91831
H -3.28658 1.98072 1.28195
H -3.39693 1.05726 2.79007
H -3.09948 -0.45422 0.56652
C 0.77380 -2.62838 0.82956
O 0.13561 -3.69125 1.45202
H 1.40220 -2.98993 0.01563
H 0.09191 -1.94608 0.32201
H 1.33998 -2.10002 1.59663
H 0.74292 -4.43467 1.46148
C 2.32769 0.72028 -0.47027
O 1.88811 -0.52367 0.01172
H 1.87026 1.43093 0.21810
H 3.41296 0.78728 -0.39418
H 1.85905 0.97971 -1.41958
H 2.61499 -0.91091 0.50497
C -0.26537 -0.16443 -0.80220
N -1.65800 -0.13267 -0.42069
O -2.03268 -0.73572 0.59765
O -2.37246 0.62958 -1.08140
H 0.01162 0.88748 -0.87188
H -0.22952 -0.67825 -1.76283
H 0.29392 -0.60003 0.02578
C 1.15231 -1.27158 -2.06382
O 2.31656 -2.06581 -1.97651
C 2.12398 -3.36203 -1.77031
O 1.02649 -3.96368 -1.88545
O 3.24965 -3.89429 -1.41817
C 3.32578 -5.17307 -0.89554
H 1.37953 -0.20898 -2.14958
H 0.41943 -1.56536 -1.31237
H 0.63650 -1.45616 -3.00614
H 4.36118 -5.36096 -0.61139
H 3.13667 -5.89071 -1.69388
H 2.72066 -5.38314 -0.01361
C -0.06636 4.17384 2.51145
O 0.67904 2.98633 2.42404
C 0.23201 1.80392 2.79783
O -0.91598 1.57124 3.16246
O 1.16413 0.85564 2.61134
C 0.76576 -0.46525 2.49125
H -0.89411 4.20214 1.80283
H 0.48390 5.09450 2.31731
H -0.57518 4.26400 3.47120
H 0.02196 -0.94948 3.12402
H 1.70159 -0.99202 2.67796
H 0.46024 -0.58434 1.45175


No. 2
59
Properties=species:S:1:pos:R:3 method="wB97M-V/def2-TZVPD" lumo_ev="4.9 / 4.8" multiplicity=2 gap_ev="1.5 / 5.4" charge=-2
C 5.89966 -9.64110 16.49136
O 5.58691 -8.32480 16.55362
H 5.10128 -10.24158 16.92738
H 5.82292 -9.93179 15.44365
H 6.86709 -9.94064 16.89442
C 0.67208 -9.59514 18.33754
C 2.21840 -9.68424 18.23583
O 2.70353 -8.60922 19.03576
H 0.21692 -8.69132 17.93249
H 0.32817 -9.67630 19.36867
H 0.30840 -10.50459 17.85927
H 2.77921 -9.53313 17.31347
H 2.55035 -10.68089 18.52668
H 2.65655 -9.03412 19.89533
C 9.74199 -8.25491 17.94495
C 8.88359 -7.03275 17.84299
O 8.03021 -7.00350 19.02928
H 10.42332 -8.25468 18.79576
H 10.37749 -8.53118 17.10359
H 9.04766 -9.08857 18.04982
H 8.27118 -7.10685 16.94434
H 9.33854 -6.04292 17.80616
H 8.49190 -7.20593 19.84626
C 1.76560 -5.00803 14.50956
C 3.03966 -4.88629 15.39145
O 3.16592 -6.13603 16.12064
H 2.00821 -5.53920 13.58918
H 1.31938 -4.07536 14.16443
H 0.97531 -5.51614 15.06216
H 2.78670 -3.99252 15.96179
H 3.98523 -4.64121 14.90779
H 3.28003 -6.79100 15.42812
C 3.07026 -8.73798 12.04385
C 3.59647 -9.13283 13.42533
O 4.09470 -7.98765 14.05916
H 3.73787 -8.04409 11.53306
H 2.08292 -8.27646 12.02753
H 3.04311 -9.63813 11.42978
H 4.21503 -10.02782 13.49231
H 2.79551 -9.43300 14.10094
H 4.68580 -8.25908 14.76523
C 7.03047 -11.12980 20.09265
C 6.56828 -9.83010 20.72127
O 5.48404 -9.28730 20.02016
H 7.29817 -10.93303 19.05452
H 6.24381 -11.88377 20.06402
H 7.91732 -11.51210 20.59806
H 7.37078 -9.09285 20.69795
H 6.31049 -10.02013 21.76316
H 4.89683 -10.04435 19.95949
C 9.27816 -8.53446 12.51719
C 8.35300 -8.67232 13.69998
O 7.17922 -7.88174 13.64313
H 10.12968 -9.20438 12.63639
H 9.53194 -7.47443 12.51355
H 8.74793 -8.83691 11.61414
H 8.96663 -8.26688 14.50446
H 8.09748 -9.71480 13.88977
H 6.56985 -8.11234 14.34819


No. 3
63
Properties=species:S:1:pos:R:3 method="wB97M-V/def2-TZVPD" lumo_ev="-3.3 / -6.6" multiplicity=3 gap_ev="7.4 / 4.1" charge=+1
O 0.11857 0.54002 0.87077
V 0.36093 -0.06175 -0.59121
B -1.91483 0.05123 -0.88808
H -1.24992 0.01411 -1.73706
H -2.92825 -0.16808 -1.18660
H -1.60352 -0.67949 -0.15776
H -1.86835 1.04804 -0.47767
C 3.56159 -0.90586 0.47285
O 2.51353 -0.30017 -0.28226
H 3.44601 -1.79737 1.08925
H 4.40160 -1.09988 -0.19411
H 4.04317 -0.17354 1.12083
C 0.51249 -3.97634 -2.86945
C 0.04327 -2.92250 -1.79844
C 0.61777 -3.23009 -0.37415
O 0.33665 -2.21971 0.52712
C 0.50566 -2.67740 1.84792
N 0.53645 -1.58072 -2.24429
H 1.59332 -4.11741 -2.87314
H 0.18327 -3.85101 -3.90095
H 0.07611 -4.91585 -2.53034
H -1.04347 -2.93041 -1.71463
H 1.70560 -3.29865 -0.36880
H 0.24432 -4.14643 0.08295
H 0.51603 -1.85995 2.56886
H 1.48113 -3.15724 1.92739
H -0.13423 -3.44872 2.27655
H 0.11483 -1.39452 -3.14299
H 1.50876 -1.62108 -2.51463
C -2.35978 2.32319 3.65067
C -2.63252 0.91639 3.17479
C -2.20527 -0.07527 4.19616
O -2.49639 -1.37495 3.63919
C -2.05581 -2.46411 4.44520
N -4.00534 0.77851 2.82211
H -1.29184 2.52974 3.58040
H -2.74764 2.40396 4.66612
H -2.84560 3.04209 2.99094
H -2.02379 0.79348 2.27899
H -2.76170 0.11949 5.11298
H -1.11771 -0.00821 4.22495
H -0.97876 -2.62929 4.47302
H -2.56552 -3.37963 4.14500
H -2.35906 -2.23253 5.46624
H -4.63934 1.09292 3.54273
H -4.10898 -0.22614 2.82706
C -0.12778 1.85722 -3.76484
C 1.12709 2.03195 -2.86653
C 1.86099 3.37172 -3.18839
O 2.81378 3.65897 -2.20628
C 3.46326 5.00063 -2.33470
N 0.65712 1.96546 -1.50964
H 0.18826 1.83044 -4.80768
H -0.84286 2.67423 -3.66862
H -0.77307 0.98659 -3.64780
H 1.80191 1.18677 -3.00213
H 1.08626 4.13752 -3.15056
H 2.26636 3.38109 -4.20017
H 4.14977 5.23550 -1.52129
H 2.70815 5.78366 -2.40371
H 4.10129 5.03366 -3.21784
H 1.25103 2.66811 -1.09291
H -0.21528 2.46783 -1.59119


No. 4
75
Properties=species:S:1:pos:R:3 method="wB97M-V/def2-TZVPD" lumo_ev=1.6 gap_ev=3.9 charge=-1
C -1.55063 -0.07404 2.96014
C -1.40040 1.02762 1.90554
O -2.67001 1.71229 1.76736
C -0.34215 2.06786 2.26864
C -0.11640 3.11025 1.17172
C 1.32655 3.10835 0.68463
C 1.66492 1.87314 -0.16628
C 3.17222 1.73280 -0.44594
S 3.94359 0.15554 0.06447
P -0.64390 4.68381 1.66765
O -0.91720 5.04099 3.10279
H -1.18278 -1.03063 2.58239
H -0.97834 0.17356 3.86096
H -2.59916 -0.17610 3.25234
H -1.13419 0.58909 0.93982
H -2.87670 1.71935 0.82207
H 0.59590 1.52028 2.46002
H -0.65291 2.51128 3.22633
H 2.07168 3.15588 1.50980
H 1.49707 3.99073 0.05401
H 1.13476 1.96874 -1.12063
H 1.29842 0.96726 0.32335
H 3.39223 1.84765 -1.50995
H 3.71852 2.52062 0.07876
H 4.54136 0.61460 1.17105
H -1.78472 5.07180 0.90621
H 0.29617 5.58432 1.07769
C -1.20222 -2.41360 -0.16046
O -0.24739 -1.76912 0.22770
N -1.88563 -2.08161 -1.30089
N -1.71467 -3.48377 0.52102
H -2.71282 -2.55821 -1.60305
H -1.58416 -1.25647 -1.78360
H -1.25788 -3.74739 1.37265
H -2.53319 -3.98175 0.21917
C -4.94508 -5.21345 1.56428
O -4.45817 -5.28271 0.44080
N -5.62591 -4.11467 1.98440
N -4.82111 -6.23176 2.45942
H -6.00240 -4.02139 2.90805
H -5.67843 -3.33414 1.35379
H -4.33180 -7.05250 2.15312
H -5.19952 -6.19954 3.38627
C 7.13136 2.71809 0.50530
O 6.75530 2.27156 1.57709
N 8.08519 3.70385 0.41490
N 6.65807 2.29607 -0.69936
H 8.38559 4.05802 -0.47680
H 8.46304 4.06600 1.26840
H 5.94280 1.58468 -0.70114
H 6.98824 2.68847 -1.56332
C -5.53722 -7.94144 -2.34250
O -5.19165 -8.79856 -1.54645
N -6.11368 -8.27258 -3.54780
N -5.39215 -6.60804 -2.11542
H -6.40240 -7.59393 -4.22512
H -6.23053 -9.24756 -3.74500
H -4.97169 -6.31034 -1.24598
H -5.68811 -5.91107 -2.77105
C -5.82013 0.57678 -0.16793
O -5.15802 -0.38652 -0.51777
N -5.57959 1.29090 0.96376
N -6.89441 1.01481 -0.91246
H -6.14001 2.07632 1.23303
H -4.77251 1.06083 1.53087
H -7.09154 0.52189 -1.76154
H -7.44622 1.81298 -0.66510
C 9.59019 4.48209 -3.14819
O 8.49371 4.25086 -2.66467
N 10.75012 4.30768 -2.44763
N 9.73336 4.93002 -4.43003
H 11.65738 4.49017 -2.83064
H 10.67733 3.95060 -1.51251
H 8.89403 5.06710 -4.96128
H 10.62066 5.12529 -4.85126


No. 5
66
Properties=species:S:1:pos:R:3 method="wB97M-V/def2-TZVPD" smiles="N[Si@@H](COO)O[SiH2]P(=O)(O)O.CCOCC.CCOCC.CCOCC" lumo_ev=0.3 gap_ev=9.8
N -3.04858 2.02444 1.76639
Si -2.14660 0.92937 0.80593
C -0.73056 0.26553 1.83099
O -1.34634 -0.47204 2.91576
O -1.26060 -1.86676 2.63250
O -2.97488 -0.46690 0.39768
Si -4.57390 -0.70991 0.13990
P -5.63692 -1.41515 2.00498
O -6.88844 -2.10384 1.65914
O -5.84392 -0.17569 3.01502
O -4.52989 -2.30574 2.78407
H -3.29638 1.74674 2.70608
H -3.80911 2.55095 1.36071
H -1.75058 1.61807 -0.43153
H -0.08994 1.02659 2.28513
H -0.08858 -0.40212 1.25189
H -2.04996 -1.99505 2.07917
H -5.24904 0.53013 -0.29689
H -4.77383 -1.80733 -0.81879
H -5.24178 -0.19305 3.76710
H -4.93557 -3.04868 3.25352
C 1.38845 4.85043 -1.83441
C 0.26377 3.99583 -2.39021
O -0.84354 3.84998 -1.51436
C -1.51042 5.04735 -1.15663
C -2.12471 5.78694 -2.33270
H 1.68254 4.49346 -0.84618
H 2.25214 4.78235 -2.49682
H 1.11011 5.90217 -1.75211
H 0.62376 2.97920 -2.55009
H -0.06224 4.38193 -3.36322
H -0.83894 5.71227 -0.60123
H -2.29102 4.73077 -0.46320
H -1.36748 6.20721 -2.99540
H -2.73675 6.61288 -1.96684
H -2.76010 5.11783 -2.91480
C 5.08041 0.60699 -4.30351
C 4.19654 1.04676 -3.14957
O 3.00977 1.71177 -3.55301
C 2.12088 0.95016 -4.35317
C 1.58500 -0.29449 -3.66627
H 5.28412 1.44646 -4.96966
H 6.03010 0.23695 -3.91442
H 4.62977 -0.19654 -4.88704
H 4.72229 1.77568 -2.53267
H 3.95878 0.19126 -2.50733
H 2.58739 0.68574 -5.30881
H 1.29871 1.63147 -4.57567
H 2.35739 -1.04910 -3.51399
H 0.80269 -0.74313 -4.28021
H 1.15682 -0.03795 -2.69566
C 1.43518 -3.34802 4.01388
C 1.59659 -4.09001 2.69981
O 2.78323 -4.86372 2.60331
C 2.92301 -5.88836 3.57110
C 1.82910 -6.94184 3.51969
H 2.32704 -2.75823 4.23267
H 0.57807 -2.68047 3.93534
H 1.25809 -4.02337 4.85244
H 1.66534 -3.37817 1.87702
H 0.71495 -4.71370 2.51076
H 2.98579 -5.46141 4.57880
H 3.88930 -6.34396 3.35336
H 0.86185 -6.54701 3.83256
H 2.08180 -7.76422 4.19092
H 1.72979 -7.33972 2.50877


No. 6
86
Properties=species:S:1:pos:R:3 method="wB97M-V/def2-TZVPD" lumo_ev=-1.4 gap_ev=7.6
C 4.28789 1.68910 -0.08119
C 2.95461 0.70891 -0.32615
Cl 2.92500 0.35579 -2.14988
C 1.67110 1.55655 0.23707
Cl 1.81810 1.99181 2.05791
N 0.32203 0.91356 0.01954
C -0.29549 1.25983 -1.31572
C -1.75799 1.97733 -1.12269
N -2.12098 2.82832 -0.10394
S 0.30829 -0.79666 0.36181
O -1.20088 -1.17952 0.62335
O 0.77221 -1.70622 -0.80420
F 1.11141 -1.16022 1.87304
H 5.07671 1.21395 0.64305
H 4.83346 1.92791 -1.11587
H 3.96322 2.75257 0.34529
H 3.14237 -0.23286 0.35460
H 1.67902 2.59859 -0.34319
H -0.47512 0.30629 -2.00363
H 0.35639 1.99816 -1.97463
H -2.59730 1.75674 -1.94055
H -1.28466 2.95110 0.50804
C 2.34787 1.69132 6.00277
O 1.74615 2.56361 5.39645
N 2.97197 1.91727 7.17284
N 2.44057 0.42611 5.55524
H 3.47244 1.21200 7.68683
H 2.92656 2.85690 7.54511
H 1.98453 0.21350 4.67757
H 2.93153 -0.30577 6.04032
C -1.82864 3.40848 -4.86008
O -1.66642 2.71585 -3.86785
N -1.25062 4.61418 -5.00778
N -2.59979 3.02803 -5.89460
H -1.37220 5.19899 -5.81727
H -0.66180 4.93837 -4.25165
H -3.05347 2.12656 -5.82373
H -2.74545 3.58448 -6.71991
C 0.96285 -5.07405 1.50131
O 1.00125 -5.74200 2.52255
N 0.57709 -5.57947 0.31583
N 1.30269 -3.77283 1.47001
H 0.53897 -5.04537 -0.53584
H 0.31279 -6.55583 0.29548
H 1.59906 -3.35317 2.34152
H 1.27752 -3.20647 0.63899
C -5.54968 5.30650 2.13115
O -6.72116 5.65005 2.14497
N -4.93095 4.87668 1.01668
N -4.77261 5.32713 3.22905
H -3.96727 4.58962 0.98549
H -5.48032 4.84578 0.16769
H -5.19964 5.64431 4.08960
H -3.80613 5.04813 3.23739
C -0.51736 2.59437 -8.78098
O -1.68884 2.93792 -8.76716
N 0.10136 2.16455 -9.89545
N 0.25970 2.61500 -7.68308
H 1.06504 1.87749 -9.92664
H -0.44801 2.13365 -10.74444
H -0.16733 2.93218 -6.82253
H 1.22618 2.33600 -7.67474
C -3.92619 2.07393 4.62137
O -3.22980 2.94788 5.11314
N -3.64198 0.76448 4.74048
N -5.04014 2.34206 3.91648
H -4.20317 0.03038 4.34271
H -2.81157 0.51918 5.26374
H -5.29012 3.31578 3.80303
H -5.62629 1.63616 3.50402
C 0.28563 -7.51404 -2.70401
O 0.30151 -6.40924 -2.18464
N -0.70738 -8.39865 -2.50146
N 1.25956 -7.94570 -3.52545
H -0.73807 -9.31287 -2.92016
H -1.46067 -8.11326 -1.88937
H 2.02615 -7.31030 -3.70463
H 1.26400 -8.85179 -3.96245
C 3.84446 -4.13422 3.92772
O 3.05495 -3.20427 3.97710
N 3.45353 -5.41316 3.78247
N 5.17600 -3.96331 4.01397
H 4.08853 -6.19227 3.73972
H 2.45904 -5.58579 3.71365
H 5.51248 -3.01559 4.12402
H 5.84175 -4.71648 3.97534


No. 7
66
Properties=species:S:1:pos:R:3 method="wB97M-V/def2-TZVPD" lumo_ev=0.7 gap_ev=9.8
C -6.24372 -1.36268 -0.22373
C -5.21675 -0.75433 -1.17858
F -5.67283 -0.92764 -2.50370
Si -3.53240 -1.58310 -1.03592
C -2.60253 -0.87887 0.38971
O -3.82308 -3.20697 -0.86683
Si -2.64797 -4.34115 -1.12755
P -2.48444 -0.98513 -2.94753
O -2.57308 0.50084 -2.99255
H -6.93063 -1.95580 -0.82473
H -5.79049 -2.04393 0.49554
H -6.80554 -0.59586 0.30271
H -5.13204 0.31990 -1.02468
H -2.67468 0.20817 0.38867
H -3.03456 -1.24331 1.32414
H -1.54447 -1.13830 0.38136
H -2.64523 -5.29214 -0.00033
H -1.32748 -3.67623 -1.21643
H -2.94598 -5.07346 -2.37132
H -3.10062 -1.57011 -4.07279
H -1.14065 -1.41532 -2.94182
C 2.66613 -0.81918 0.46228
C 1.73185 -0.02717 -0.43152
O 0.53655 0.36586 0.23625
H 2.16147 -1.70691 0.84701
H 3.55934 -1.12308 -0.08214
H 2.97503 -0.21752 1.32106
H 1.41219 -0.63122 -1.28095
H 2.24613 0.85654 -0.82364
H 0.77916 0.91817 0.99033
C -1.28390 4.09930 2.09434
C -1.32019 2.61290 2.39702
O -0.09836 2.14324 2.95652
H -0.45893 4.32676 1.41910
H -2.21466 4.42982 1.63149
H -1.13478 4.67537 3.01120
H -1.45751 2.04287 1.47823
H -2.15664 2.38039 3.06629
H 0.05518 2.61905 3.78141
C 0.83846 4.96182 7.29323
C -0.14413 4.30693 6.34253
O 0.30966 3.03113 5.88917
H 1.81075 5.07637 6.81438
H 0.48342 5.94462 7.60442
H 0.97532 4.35123 8.18855
H -0.26854 4.91182 5.44516
H -1.12529 4.20443 6.81692
H 0.41850 2.45961 6.65410
C 7.88703 -1.53516 -0.77020
C 6.91488 -0.72792 -1.60960
O 5.75506 -0.34300 -0.87644
H 7.39846 -2.42657 -0.37672
H 8.75191 -1.84155 -1.35973
H 8.24560 -0.94781 0.07829
H 6.54899 -1.32001 -2.44695
H 7.41023 0.15961 -2.01746
H 6.03846 0.19737 -0.13312
C -0.21283 -1.45130 -6.00360
C 0.67973 -2.56869 -5.49980
O 0.07491 -3.85186 -5.63753
H -1.16663 -1.47124 -5.47862
H 0.25240 -0.47693 -5.85191
H -0.42256 -1.56988 -7.06917
H 0.87532 -2.45218 -4.43405
H 1.64405 -2.55152 -6.01889
H -0.10205 -3.99910 -6.57091